No. 1
DFT (ωB97M-V/def2-TZVPD) results for a gas-phase ion, NO7S2 (charge -1).

Geometry (Å):
O -3.461 -1.152 0.190
N -2.547 -0.420 0.460
O -1.903 0.268 -0.601
S -0.270 0.920 -0.552
O -0.419 2.005 0.363
O 0.230 -0.355 0.408
S 1.826 -0.338 0.034
O 2.045 -1.455 -0.880
O 2.647 -0.410 1.210
O 1.852 0.938 -0.633

## Properties
Kohn-Sham gap = 0.348 Ha
Energy relative to the best compared isomer or geometry (same formula, charge and spin) = 0.712 eV
SMILES = O=NOS12(=O)OS1(=O)([O-])O2
Largest force on an atom = 4.642 eV/A
M = 190.13 g mol⁻¹
Net charge = -1
Lowest unoccupied orbital energy = 0.117 hartree
Multiplicity = 1

---

No. 2
DFT (ωB97M-V/def2-TZVPD) results for a molecular structure, C5H4.

Geometry (Å):
C 0.844 1.245 -0.589
C 0.078 0.101 0.029
C -0.655 -0.941 0.073
C -1.364 -1.975 0.481
C -1.980 -2.882 1.117
H 1.901 1.227 -0.298
H 0.431 2.218 -0.293
H 0.819 1.213 -1.686
H -0.074 -0.205 1.165

## Properties
Kohn-Sham gap = 0.317 Ha
Energy relative to the best compared isomer or geometry (same formula, charge and spin) = 3.179 eV
Largest force on an atom = 2.022 eV/A
M = 64.09 g mol⁻¹
Lowest unoccupied orbital energy = -0.021 hartree
Multiplicity = 1

---

No. 3
DFT (ωB97M-V/def2-TZVPD) results for 2 unconnected molecules or ions with the total composition C2H6O4P.

Geometry (Å):
C 0.517 1.734 -3.352
C -2.177 -0.089 3.007
O -0.528 -0.927 -2.471
O -0.095 -0.011 -0.005
O -2.771 0.860 3.397
O 0.619 1.326 -1.953
P -0.673 0.387 -1.253
H 1.502 2.039 -3.567
H -0.073 2.650 -3.712
H 0.120 0.965 -3.962
H -2.494 -1.116 3.350
H -1.186 -0.065 2.514
H 0.205 -1.402 -2.187

## Properties
Kohn-Sham gap = 0.258 Ha
Energy relative to the best compared isomer or geometry (same formula, charge and spin) = 2.571 eV
Largest force on an atom = 5.881 eV/A
M = 125.04 g mol⁻¹
Net charge = -1
Lowest unoccupied orbital energy = 0.137 hartree
Multiplicity = 1

---

No. 4
DFT (ωB97M-V/def2-TZVPD) results for a molecular structure, H24HeO12.

Geometry (Å):
He 16.358 14.696 -8.061
O 13.498 12.850 -7.539
H 13.826 13.451 -6.870
H 13.548 13.348 -8.354
O 13.786 14.051 -10.099
H 13.123 14.070 -10.789
H 14.617 13.969 -10.566
O 13.280 17.113 -6.197
H 13.609 17.105 -7.096
H 13.114 18.037 -6.010
O 18.476 13.119 -8.624
H 18.457 14.070 -8.724
H 18.439 12.976 -7.678
O 14.304 16.462 -8.777
H 14.104 15.568 -9.056
H 15.253 16.539 -8.883
O 16.849 16.453 -10.176
H 16.511 16.115 -11.006
H 16.992 17.385 -10.338
O 16.645 15.316 -4.242
H 15.791 15.048 -4.581
H 16.575 15.200 -3.295
O 19.813 16.762 -6.946
H 19.706 16.340 -6.094
H 19.991 16.040 -7.550
O 15.034 10.885 -6.459
H 14.528 11.538 -6.942
H 15.631 10.515 -7.110
O 14.426 14.822 -5.662
H 14.055 15.690 -5.818
H 13.837 14.421 -5.023
O 19.620 15.534 -9.473
H 18.741 15.646 -9.836
H 20.204 15.878 -10.149
O 17.979 12.562 -6.020
H 18.663 12.630 -5.353
H 17.281 13.137 -5.707

## Properties
Kohn-Sham gap = 0.358 Ha
Energy relative to the best compared isomer or geometry (same formula, charge and spin) = 0.892 eV
Largest force on an atom = 1.360 eV/A
M = 220.18 g mol⁻¹
Lowest unoccupied orbital energy = -0.014 hartree
Multiplicity = 1

---

No. 5
DFT (ωB97M-V/def2-TZVPD) results for 11 unconnected molecules or ions with the total composition C48H127N13O16.

Geometry (Å):
C -6.490 2.255 -4.517
O -5.899 3.364 -3.778
C -6.534 4.616 -4.120
C -5.760 5.756 -3.502
C -6.364 7.156 -3.722
N -4.412 5.861 -3.976
H -5.936 1.337 -4.322
H -6.511 2.397 -5.597
H -7.543 2.129 -4.268
H -6.661 4.676 -5.201
H -7.525 4.606 -3.667
H -5.684 5.547 -2.435
H -6.604 7.361 -4.766
H -5.793 7.963 -3.262
H -7.294 7.158 -3.154
H -4.173 4.879 -3.978
H -4.493 6.115 -4.950
C -3.090 2.785 3.281
O -2.534 1.698 3.918
C -2.496 0.561 3.098
C -2.185 -0.697 4.005
C -0.786 -0.535 4.689
N -2.093 -1.878 3.168
H -2.985 3.629 3.963
H -4.143 2.606 3.062
H -2.555 3.140 2.401
H -3.448 0.357 2.607
H -1.765 0.673 2.297
H -2.978 -0.869 4.732
H 0.059 -0.428 4.010
H -0.583 -1.395 5.326
H -0.678 0.306 5.375
H -1.849 -2.708 3.689
H -3.020 -2.136 2.863
C 7.611 -4.735 2.125
O 8.117 -3.496 2.629
C 7.339 -2.956 3.729
C 6.485 -1.849 3.251
C 7.218 -0.551 3.037
N 5.368 -1.613 4.184
H 8.161 -5.132 1.272
H 6.616 -4.692 1.681
H 7.556 -5.521 2.879
H 6.871 -3.771 4.279
H 8.014 -2.615 4.514
H 5.936 -2.158 2.362
H 7.649 -0.290 4.003
H 6.555 0.293 2.842
H 7.957 -0.671 2.245
H 5.887 -1.781 5.034
H 5.108 -0.637 4.153
C 3.463 1.226 5.181
O 4.522 1.534 4.283
C 4.387 2.809 3.785
C 5.468 3.133 2.712
C 6.818 3.085 3.339
N 5.241 4.426 2.144
H 2.460 1.357 4.775
H 3.468 1.871 6.060
H 3.589 0.230 5.606
H 3.462 2.878 3.214
H 4.325 3.639 4.489
H 5.441 2.361 1.943
H 6.881 3.902 4.057
H 7.565 3.137 2.547
H 7.038 2.154 3.862
H 5.175 5.122 2.872
H 4.301 4.275 1.809
C 3.287 7.272 4.347
O 3.030 6.465 3.200
C 2.273 6.918 2.091
C 2.403 6.123 0.805
N 2.271 4.729 0.942
C 2.354 3.944 -0.304
C 3.689 3.877 -1.029
O 3.510 3.009 -2.109
C 3.513 1.666 -1.714
H 3.800 8.191 4.063
H 3.858 6.606 4.995
H 2.352 7.456 4.874
H 2.562 7.947 1.878
H 1.209 6.913 2.325
H 3.426 6.349 0.507
H 1.771 6.634 0.078
H 1.423 4.483 1.431
H 1.609 4.299 -1.015
H 1.949 2.969 -0.032
H 4.429 3.545 -0.300
H 4.012 4.855 -1.384
H 4.528 1.447 -1.384
H 3.210 1.090 -2.588
H 2.794 1.397 -0.941
C 1.126 -5.092 7.401
O -0.308 -5.110 7.378
C -0.912 -4.301 6.396
C -0.945 -5.140 5.079
N -1.803 -4.662 4.038
C -1.551 -5.359 2.747
C -0.287 -4.917 2.135
O -0.442 -4.983 0.716
C 0.811 -5.102 0.014
H 1.443 -4.081 7.143
H 1.351 -5.775 6.582
H 1.585 -5.576 8.263
H -0.453 -3.317 6.293
H -1.943 -4.238 6.744
H -1.123 -6.210 5.188
H 0.077 -5.058 4.709
H -2.786 -4.692 4.268
H -2.403 -5.081 2.127
H -1.594 -6.448 2.780
H 0.461 -5.656 2.421
H 0.040 -3.968 2.559
H 0.784 -4.689 -0.994
H 1.138 -6.141 0.025
H 1.619 -4.677 0.610
C 0.756 -5.369 -5.105
O 0.266 -4.281 -5.817
C 0.096 -3.136 -5.090
C 1.467 -2.458 -4.605
N 1.936 -2.548 -3.252
C 3.283 -2.053 -3.277
C 3.821 -1.809 -1.855
O 5.116 -1.159 -2.002
C 6.210 -1.550 -1.187
H 1.695 -5.080 -4.633
H 0.875 -6.303 -5.654
H -0.040 -5.636 -4.411
H -0.559 -3.264 -4.228
H -0.400 -2.565 -5.875
H 1.470 -1.402 -4.875
H 2.260 -2.877 -5.224
H 1.462 -2.023 -2.531
H 3.447 -1.125 -3.826
H 3.873 -2.882 -3.668
H 3.930 -2.685 -1.217
H 3.190 -1.168 -1.238
H 6.079 -2.501 -0.670
H 6.342 -0.716 -0.497
H 7.146 -1.556 -1.745
C 2.540 0.057 2.044
O 1.589 0.153 0.950
C 0.735 -1.016 0.774
C -0.437 -0.828 -0.169
N 0.081 -0.741 -1.499
C -0.882 -0.997 -2.542
C -1.774 0.159 -2.957
O -0.984 1.242 -3.368
C -1.775 2.377 -3.751
H 3.183 -0.823 2.061
H 1.986 0.051 2.982
H 3.087 0.999 2.091
H 0.399 -1.401 1.737
H 1.330 -1.831 0.361
H -0.928 0.070 0.206
H -1.204 -1.581 0.009
H 0.313 0.241 -1.520
H -1.558 -1.839 -2.397
H -0.322 -1.187 -3.458
H -2.340 0.487 -2.085
H -2.389 -0.166 -3.797
H -2.515 2.194 -4.530
H -1.123 3.193 -4.061
H -2.375 2.821 -2.957
C -7.447 -2.771 -8.097
O -7.253 -1.809 -7.065
C -7.031 -2.444 -5.829
C -6.399 -1.506 -4.843
N -6.010 -2.174 -3.609
C -4.759 -2.924 -3.796
C -4.333 -3.586 -2.440
O -3.284 -4.491 -2.667
C -2.430 -4.622 -1.548
H -7.627 -2.165 -8.985
H -8.220 -3.489 -7.824
H -6.542 -3.323 -8.353
H -6.311 -3.256 -5.932
H -8.025 -2.785 -5.539
H -7.198 -0.796 -4.627
H -5.607 -0.886 -5.262
H -5.818 -1.492 -2.889
H -3.967 -2.285 -4.187
H -4.850 -3.734 -4.519
H -5.188 -4.138 -2.048
H -4.122 -2.783 -1.734
H -1.497 -5.047 -1.917
H -2.636 -5.229 -0.667
H -2.259 -3.609 -1.182
N -4.959 1.867 -1.284
C -4.941 0.605 -1.004
N -4.103 0.428 0.057
O -5.595 -0.201 -1.625
H -4.275 2.435 -0.806
H -5.496 2.374 -1.973
H -3.584 1.187 0.475
H -4.134 -0.448 0.558
N -1.229 4.270 0.043
C -2.470 4.230 -0.311
N -2.632 5.046 -1.282
O -3.334 3.468 0.127
H -1.087 3.644 0.823
H -0.686 5.041 -0.318
H -1.898 5.739 -1.325
H -3.518 5.013 -1.764

## Properties
Kohn-Sham gap = 0.304 Ha
SMILES = COC[C@H](C)N.COC[C@H](C)N.COC[C@H](C)N.COC[C@H](C)N.COCCNCCOC.COCCNCCOC.COCCNCCOC.COCCNCCOC.COCCNCCOC.NC(N)=O.NC(N)=O
Largest force on an atom = 4.626 eV/A
M = 1142.62 g mol⁻¹
Lowest unoccupied orbital energy = 0.000 hartree
Multiplicity = 1

---

No. 6
DFT (ωB97M-V/def2-TZVPD) results for 2 unconnected molecules or ions with the total composition C7H16N2O.

Geometry (Å):
C -0.542 -0.293 -0.073
C -1.168 -1.579 -0.444
C -2.533 -1.559 0.280
C -2.345 -0.529 1.352
C -0.956 1.598 1.387
C 2.919 -0.638 -0.387
C 1.283 0.810 -1.392
N -1.261 0.356 0.740
N 2.365 0.744 -0.508
O 0.963 2.130 -1.620
H -1.167 -1.591 -1.451
H -0.385 -2.346 -0.057
H -3.221 -1.176 -0.344
H -2.723 -2.652 0.555
H -3.230 0.062 1.552
H -1.852 -1.095 2.240
H -0.534 1.432 2.461
H -1.967 2.135 1.381
H -0.274 2.157 0.874
H 2.367 -1.432 0.109
H 3.122 -0.920 -1.404
H 3.874 -0.507 0.074
H 1.359 0.052 -2.299
H 2.119 1.153 0.439
H 3.036 1.309 -0.921
H 0.751 2.377 -2.546

## Properties
Kohn-Sham gap (alpha / beta) = 0.317 / 0.317 Ha
Energy relative to the best compared isomer or geometry (same formula, charge and spin) = 3.218 eV
Largest force on an atom = 5.129 eV/A
M = 144.22 g mol⁻¹
Net charge = +2
Lowest unoccupied orbital energy (alpha / beta) = -0.342 / -0.342 hartree
Multiplicity = 1

---

Copy entry 2 word for word.
DFT (ωB97M-V/def2-TZVPD) results for a molecular structure, C5H4.

Geometry (Å):
C 0.844 1.245 -0.589
C 0.078 0.101 0.029
C -0.655 -0.941 0.073
C -1.364 -1.975 0.481
C -1.980 -2.882 1.117
H 1.901 1.227 -0.298
H 0.431 2.218 -0.293
H 0.819 1.213 -1.686
H -0.074 -0.205 1.165

## Properties
Kohn-Sham gap = 0.317 Ha
Energy relative to the best compared isomer or geometry (same formula, charge and spin) = 3.179 eV
Largest force on an atom = 2.022 eV/A
M = 64.09 g mol⁻¹
Lowest unoccupied orbital energy = -0.021 hartree
Multiplicity = 1

---

largest force on an atom of number 4 (H24HeO12)? 1.360 eV/A

---

Copy entry 4 word for word.
DFT (ωB97M-V/def2-TZVPD) results for a molecular structure, H24HeO12.

Geometry (Å):
He 16.358 14.696 -8.061
O 13.498 12.850 -7.539
H 13.826 13.451 -6.870
H 13.548 13.348 -8.354
O 13.786 14.051 -10.099
H 13.123 14.070 -10.789
H 14.617 13.969 -10.566
O 13.280 17.113 -6.197
H 13.609 17.105 -7.096
H 13.114 18.037 -6.010
O 18.476 13.119 -8.624
H 18.457 14.070 -8.724
H 18.439 12.976 -7.678
O 14.304 16.462 -8.777
H 14.104 15.568 -9.056
H 15.253 16.539 -8.883
O 16.849 16.453 -10.176
H 16.511 16.115 -11.006
H 16.992 17.385 -10.338
O 16.645 15.316 -4.242
H 15.791 15.048 -4.581
H 16.575 15.200 -3.295
O 19.813 16.762 -6.946
H 19.706 16.340 -6.094
H 19.991 16.040 -7.550
O 15.034 10.885 -6.459
H 14.528 11.538 -6.942
H 15.631 10.515 -7.110
O 14.426 14.822 -5.662
H 14.055 15.690 -5.818
H 13.837 14.421 -5.023
O 19.620 15.534 -9.473
H 18.741 15.646 -9.836
H 20.204 15.878 -10.149
O 17.979 12.562 -6.020
H 18.663 12.630 -5.353
H 17.281 13.137 -5.707

## Properties
Kohn-Sham gap = 0.358 Ha
Energy relative to the best compared isomer or geometry (same formula, charge and spin) = 0.892 eV
Largest force on an atom = 1.360 eV/A
M = 220.18 g mol⁻¹
Lowest unoccupied orbital energy = -0.014 hartree
Multiplicity = 1